(1)
C4H10NO | wB97M-V/def2-TZVPD

Summary:
Frontier orbital gap (spin up / spin down): 0.1139 / 0.2460 hartree
Calculated total energy: -7842.053 eV
2S+1: 2
E_HOMO (spin up / spin down): 4.20 / 0.49 eV
Total charge: -2

The geometry in XYZ format:
```
16
C4H10NO, DFT wB97M-V/def2-TZVPD
C 0.65 2.06 -1.38
N 1.04 0.67 -1.59
C 0.85 -0.18 -0.41
C -0.49 -0.12 0.34
C -0.97 -1.50 1.07
O -1.12 -1.31 2.39
H 1.55 2.57 -1.04
H -0.23 2.18 -0.75
H 0.38 2.62 -2.30
H 0.73 0.24 -2.45
H 1.58 0.12 0.34
H 1.00 -1.18 -0.81
H -0.54 0.57 1.18
H -1.26 0.18 -0.37
H -1.93 -1.73 0.55
H -0.13 -2.21 0.88
```

Taken from the Mulliken analysis, the atomic charges in e are: -4.51, 0.00, -0.83, -0.26, -0.28, -0.94, 0.69, 0.64, 1.51, 0.58, 0.16, 0.57, 0.19, 0.29, 0.08, 0.10

=====

(2)
C4H10N3O2 | wB97M-V/def2-TZVPD

Summary:
Frontier orbital gap: 0.3264 hartree
Calculated total energy: -12863.716 eV
2S+1: 1
E_HOMO: -12.99 eV
Total charge: +1

The geometry in XYZ format:
```
19
C4H10N3O2, DFT wB97M-V/def2-TZVPD
C -0.97 2.03 0.77
C -1.60 0.91 0.83
C 1.20 -0.25 -0.49
C -0.75 -1.75 -0.10
N 1.91 0.44 -1.37
N 0.13 -1.00 -0.84
N -0.41 -2.27 1.02
O 1.37 0.06 0.76
O -0.17 -0.88 -2.20
H -0.38 2.37 1.73
H -1.29 2.84 0.10
H -1.39 0.28 1.64
H -2.36 0.45 0.02
H 1.79 0.49 -2.35
H 2.36 1.31 -1.01
H 2.04 0.78 0.88
H 0.50 -1.86 1.54
H -0.91 -3.02 1.54
H -1.07 -0.92 -2.44
```

Taken from the Mulliken analysis, the atomic charges in e are: -0.50, -0.50, 0.70, -0.33, -0.38, 0.32, -0.11, -0.44, -0.49, 0.23, 0.29, 0.29, 0.24, 0.26, 0.21, 0.33, 0.23, 0.28, 0.39

=====

(3)
C20H42F9N6O5S | wB97M-V/def2-TZVPD

Summary:
Frontier orbital gap: 0.2399 hartree
Calculated total energy: -75881.274 eV
2S+1: 1
E_HOMO: -9.65 eV
Total charge: +1

The geometry in XYZ format:
```
83
C20H42F9N6O5S, DFT wB97M-V/def2-TZVPD
O 12.98 0.50 -0.03
C 12.56 -0.59 0.74
C 12.11 -0.20 2.16
C 10.68 0.19 2.22
N 10.02 0.81 1.25
C 8.77 0.99 1.72
N 7.79 1.58 1.05
C 6.43 1.72 1.57
C 5.61 0.45 1.38
C 4.21 0.65 1.95
F 4.31 1.05 3.24
F 3.59 1.63 1.26
C 3.35 -0.65 1.83
F 3.11 -0.84 0.52
F 4.11 -1.68 2.28
S 1.71 -0.72 2.80
F 2.56 -0.74 4.14
F 1.66 0.86 2.85
F 0.86 -0.69 1.47
F 1.75 -2.30 2.74
F 0.40 -0.79 3.64
N 8.66 0.49 2.97
N 9.90 -0.02 3.27
H 12.29 1.18 -0.05
H 13.41 -1.26 0.83
H 11.75 -1.14 0.24
H 12.28 -1.03 2.85
H 12.71 0.65 2.50
H 8.03 1.94 0.14
H 5.97 2.56 1.04
H 6.49 2.01 2.62
H 5.51 0.23 0.32
H 6.07 -0.41 1.88
H 7.88 0.45 3.61
H 10.10 -0.47 4.15
C 0.39 -2.23 -1.90
O -0.85 -2.80 -1.59
C -1.61 -2.08 -0.62
C -2.86 -1.50 -1.23
N -2.54 -0.46 -2.19
C -3.68 0.09 -2.92
C -4.43 -0.85 -3.85
O -3.70 -1.25 -4.99
C -2.90 -2.41 -4.82
H 0.90 -2.91 -2.58
H 0.30 -1.25 -2.39
H 1.01 -2.10 -1.00
H -1.00 -1.28 -0.19
H -1.88 -2.78 0.18
H -3.47 -1.07 -0.44
H -3.44 -2.33 -1.67
H -1.86 -0.81 -2.85
H -3.32 0.93 -3.51
H -4.38 0.49 -2.18
H -5.30 -0.30 -4.23
H -4.82 -1.73 -3.32
H -3.36 -3.12 -4.13
H -1.89 -2.18 -4.46
H -2.81 -2.88 -5.80
C -8.38 0.46 -3.01
O -8.55 -0.20 -1.78
C -7.35 -0.59 -1.14
C -7.14 0.16 0.15
N -6.86 1.56 -0.11
C -6.77 2.41 1.07
C -8.02 2.56 1.93
O -9.07 3.25 1.29
C -9.97 2.44 0.55
H -9.37 0.64 -3.43
H -7.87 1.43 -2.90
H -7.80 -0.15 -3.71
H -6.50 -0.43 -1.81
H -7.42 -1.66 -0.93
H -6.27 -0.27 0.67
H -8.02 0.00 0.78
H -7.58 1.93 -0.73
H -6.46 3.40 0.75
H -5.96 2.02 1.71
H -7.75 3.16 2.80
H -8.38 1.59 2.31
H -10.09 1.46 1.01
H -9.65 2.30 -0.49
H -10.93 2.95 0.54
```

Taken from the Mulliken analysis, the atomic charges in e are: -0.51, -0.48, -0.48, 0.40, -0.47, 0.41, -0.04, -1.21, -0.69, 0.87, -0.31, -0.30, 0.55, -0.25, -0.30, 1.40, -0.30, -0.30, -0.27, -0.30, -0.27, 0.10, -0.30, 0.33, 0.34, 0.32, 0.36, 0.27, 0.28, 0.42, 0.42, 0.31, 0.51, 0.28, 0.23, -0.60, -0.38, -0.63, 0.04, -0.32, -0.65, -0.30, -0.45, -0.61, 0.30, 0.29, 0.20, 0.22, 0.37, 0.19, 0.20, 0.14, 0.37, 0.29, 0.23, 0.36, 0.27, 0.22, 0.29, -0.69, -0.40, -0.18, -0.47, -0.24, -0.72, -0.48, -0.41, -0.54, 0.27, 0.29, 0.31, -0.20, 0.44, 0.40, 0.28, 0.10, 0.40, 0.37, 0.36, 0.34, 0.27, 0.19, 0.28

=====

(4)
C4H9NO2 | wB97M-V/def2-TZVPD

Summary:
Frontier orbital gap: 0.3854 hartree
Calculated total energy: -9879.005 eV
2S+1: 1
E_HOMO: -9.81 eV

The geometry in XYZ format:
```
16
C4H9NO2, DFT wB97M-V/def2-TZVPD
C -0.03 2.51 0.39
C -0.12 1.04 -0.06
C 1.25 0.51 -0.39
O 1.76 -0.48 0.09
H 0.33 2.58 1.43
H -1.00 3.00 0.33
H 0.67 3.07 -0.24
H -0.58 0.40 0.70
H -0.72 0.98 -0.97
H 1.81 1.11 -1.14
N -0.30 -2.53 0.62
C -0.82 -2.37 -0.62
O -1.87 -2.85 -1.01
H -0.78 -3.13 1.28
H 0.57 -2.09 0.86
H -0.17 -1.74 -1.26
```

Taken from the Mulliken analysis, the atomic charges in e are: -1.26, -0.14, -0.06, -0.48, 0.33, 0.34, 0.34, 0.26, 0.33, 0.30, -0.27, 0.15, -0.59, 0.19, 0.28, 0.27

=====

(5)
C11H17BFeN6O3S | wB97M-V/def2-TZVPD

Summary:
Frontier orbital gap (spin up / spin down): 0.2405 / 0.2576 hartree
Calculated total energy: -72661.287 eV
2S+1: 5
E_HOMO (spin up / spin down): -8.36 / -8.48 eV

The geometry in XYZ format:
```
40
C11H17BFeN6O3S, DFT wB97M-V/def2-TZVPD
H -2.50 -1.47 0.87
N -0.65 -1.29 -0.18
B 1.21 -1.34 -1.92
N -0.17 -1.83 -1.36
C -1.09 -2.67 -1.87
Fe 0.44 -0.04 0.95
H -0.90 -3.18 -2.80
C -2.20 -2.69 -1.01
H -3.09 -3.27 -1.11
C -1.90 -1.79 0.03
H 1.54 -1.89 -2.92
C 1.16 1.61 1.63
H 0.85 1.33 2.66
H 0.62 2.55 1.44
H 2.27 1.67 1.60
N 2.20 -1.45 -0.75
N 0.94 0.18 -2.10
N 1.89 -0.85 0.49
N 0.43 0.89 -1.01
C 3.30 -2.19 -0.60
C 0.90 0.95 -3.21
H 3.66 -2.78 -1.42
H 1.22 0.55 -4.16
C 3.78 -2.06 0.70
C 0.38 2.19 -2.84
C 2.89 -1.21 1.36
C 0.08 2.10 -1.48
H 4.64 -2.52 1.12
H 0.22 3.04 -3.49
H 2.92 -0.86 2.38
H -0.38 2.84 -0.83
H -0.14 -1.37 1.64
C -3.30 2.44 3.08
S -2.85 1.80 1.47
O -4.09 1.68 0.71
O -1.89 2.78 0.92
O -2.23 0.50 1.83
H -3.79 3.41 2.96
H -2.39 2.54 3.68
H -3.98 1.72 3.55
```

Taken from the Mulliken analysis, the atomic charges in e are: 0.57, 0.35, 0.10, -0.06, 0.03, -0.12, 0.45, -1.17, 0.41, -0.25, -0.07, -1.10, 0.36, 0.43, 0.33, 0.07, 0.14, 0.37, 0.05, -0.07, -0.09, 0.48, 0.44, -1.12, -1.14, -0.23, -0.14, 0.43, 0.39, 0.50, 0.45, 0.15, -1.01, 1.16, -0.71, -0.66, -0.64, 0.33, 0.27, 0.31

=====

(6)
C11H14ClMnNO4S2 | wB97M-V/def2-TZVPD

Summary:
Frontier orbital gap (spin up / spin down): 0.2241 / 0.2419 hartree
Calculated total energy: -86824.875 eV
2S+1: 6
E_HOMO (spin up / spin down): -7.50 / -7.69 eV

The geometry in XYZ format:
```
34
C11H14ClMnNO4S2, DFT wB97M-V/def2-TZVPD
Mn 0.00 0.17 0.23
O 1.90 0.21 -0.02
N 2.55 1.38 -0.10
C 3.89 1.30 -0.28
C 4.64 2.44 -0.38
C 3.99 3.68 -0.29
C 2.63 3.73 -0.10
C 1.88 2.54 0.00
S 0.18 2.49 0.22
H 4.26 0.29 -0.34
H 5.70 2.36 -0.53
H 4.55 4.60 -0.37
H 2.10 4.67 -0.03
O -1.83 0.39 0.23
S -3.01 -0.13 1.14
C -4.22 1.17 0.74
C -3.86 2.39 1.57
C -3.52 1.85 2.95
C -2.56 0.69 2.73
H -5.19 0.74 1.00
H -4.17 1.26 -0.34
H -4.69 3.10 1.59
H -3.00 2.89 1.13
H -4.43 1.49 3.43
H -3.09 2.60 3.61
H -2.60 -0.07 3.51
H -1.52 1.04 2.64
Cl -4.02 -1.36 -0.95
C -1.80 -2.27 1.68
C -0.86 -2.54 0.59
O -0.90 -3.50 -0.12
O 0.14 -1.62 0.49
H -2.66 -2.92 1.75
H -1.36 -1.91 2.61
```

Taken from the Mulliken analysis, the atomic charges in e are: 1.13, -0.78, 0.51, -0.19, -0.73, -0.15, -0.82, 0.95, -0.45, 0.44, 0.40, 0.39, 0.42, -0.52, 0.30, -0.87, -0.38, -0.71, -0.56, 0.44, 0.52, 0.36, 0.13, 0.29, 0.36, 0.42, 0.25, -0.58, -0.88, 0.72, -0.52, -0.70, 0.34, 0.47